Record 1
A structure of composition C16H18Cl2N2O2S2Sn, computed with ωB97M-V/def2-TZVPD.

Calculated values
ΔE to the lowest compared entry with this formula, charge and spin in kcal/mol: 0.0
Molecular weight in g/mol: 524.1
HOMO level in eV: -14.965

ORCA input file:
```
! RIJCOSX wB97M-V def2-TZVPD def2/J DEFGRID3
* xyz 2 1
Sn 0.8811 -0.6369 -0.9794
Cl 0.2019 0.1915 1.4756
C -0.6494 -1.2488 2.0624
C -1.2187 -1.1219 3.3132
C -1.9160 -2.2034 3.8289
C -2.0334 -3.3724 3.0984
C -1.4542 -3.4685 1.8427
Cl -1.6112 -4.9309 0.9491
C -0.7423 -2.3999 1.2885
S -0.0506 -2.6835 -0.3214
H -1.1238 -0.1998 3.8693
H -2.3704 -2.1290 4.8069
H -2.5749 -4.2211 3.4920
N 1.6945 -1.7373 -2.7878
C 2.8265 -1.0482 -3.4917
C 4.0429 -0.9155 -2.5882
C 3.8856 0.0470 -1.4199
N 2.9766 -0.5125 -0.3504
H 1.9891 -2.6783 -2.5223
H 0.9207 -1.8735 -3.4396
H 2.4704 -0.0658 -3.8056
H 3.0771 -1.6109 -4.3894
H 4.8697 -0.5492 -3.1980
H 4.3621 -1.8999 -2.2273
H 3.4554 0.9959 -1.7447
H 4.8498 0.2544 -0.9598
H 3.0565 0.0473 0.4997
H 3.2945 -1.4474 -0.0860
O -4.7078 3.8086 1.7242
C -3.3982 3.6269 1.9450
O -2.9083 3.8191 3.0169
C -2.5749 3.0738 0.8087
C -1.2632 3.5261 0.6966
C -0.4238 2.9865 -0.2610
C -0.8990 1.9650 -1.0782
S 0.2159 1.2028 -2.2539
C -2.2100 1.5159 -0.9885
C -3.0516 2.0835 -0.0419
H -4.9347 3.7315 0.7891
H -0.9120 4.2910 1.3763
H 0.5942 3.3406 -0.3618
H -2.5687 0.7282 -1.6385
H -4.0674 1.7191 0.0517
*
```

Partial charges, Mulliken, in e:
1. Sn 1.115
2. Cl -0.161
3. C 1.277
4. C -0.933
5. C -0.486
6. C -0.701
7. C 0.033
8. Cl -0.179
9. C 0.317
10. S -0.310
11. H 0.476
12. H 0.423
13. H 0.457
14. N -0.598
15. C -0.673
16. C -0.543
17. C -0.682
18. N -0.500
19. H 0.356
20. H 0.326
21. H 0.348
22. H 0.447
23. H 0.356
24. H 0.303
25. H 0.358
26. H 0.475
27. H 0.399
28. H 0.334
29. O -0.452
30. C 0.497
31. O -0.499
32. C 0.396
33. C -0.644
34. C -0.439
35. C 0.091
36. S -0.242
37. C -0.424
38. C -0.565
39. H 0.349
40. H 0.473
41. H 0.473
42. H 0.500
43. H 0.452


Record 2
An isolated molecule of C16H18Cl2N2O3, computed with ωB97M-V/def2-TZVPD.

Calculated values
ΔE to the lowest compared entry with this formula, charge and spin in kcal/mol: 3.7
Molecular weight in g/mol: 357.2
HOMO level in eV: -9.041
SMILES string: O=C(COC(=O)c1cnc(Cl)c(Cl)c1)NCCC1=CCCCC1

ORCA input file:
```
! RIJCOSX wB97M-V def2-TZVPD def2/J DEFGRID3
* xyz 0 1
O -1.8622 -1.1749 -2.1627
C -1.1081 -0.3596 -2.6411
C 0.4063 -0.6384 -2.7419
O 0.8279 -1.3686 -1.6002
C 0.5888 -0.7619 -0.4358
O 0.1548 0.3616 -0.3489
C 0.9393 -1.6074 0.7309
C 1.3855 -2.9207 0.6042
N 1.6915 -3.6682 1.6466
C 1.5702 -3.1700 2.8582
Cl 1.9893 -4.2010 4.1533
C 1.1223 -1.8643 3.1047
Cl 0.9762 -1.2649 4.7054
C 0.8036 -1.0759 2.0137
N -1.4871 0.8161 -3.1705
C -2.8458 1.3037 -3.0714
C -2.9862 2.3569 -1.9624
C -2.0230 3.4984 -2.1730
C -2.2155 4.4070 -3.1203
C -1.2823 5.5440 -3.4051
C -0.2708 5.7422 -2.2795
C 0.2946 4.3932 -1.8498
C -0.8235 3.5334 -1.2675
H 0.6095 -1.2856 -3.5966
H 0.9764 0.2932 -2.8214
H 1.4982 -3.3872 -0.3628
H 0.4522 -0.0627 2.1380
H -0.7939 1.5040 -3.4195
H -3.1270 1.7359 -4.0358
H -3.4801 0.4416 -2.8584
H -4.0160 2.7179 -1.9671
H -2.7877 1.8812 -1.0015
H -3.0895 4.3492 -3.7568
H -0.7566 5.3405 -4.3457
H -1.8596 6.4596 -3.5581
H -0.7650 6.2085 -1.4251
H 0.5296 6.4071 -2.6100
H 0.7331 3.8951 -2.7188
H 1.0843 4.5287 -1.1089
H -1.1330 3.9477 -0.3020
H -0.4696 2.5193 -1.0718
*
```

Partial charges, Mulliken, in e:
1. O -0.681
2. C 0.541
3. C -0.353
4. O -0.264
5. C 0.518
6. O -0.627
7. C 0.096
8. C -0.234
9. N -0.582
10. C 0.286
11. Cl -0.156
12. C 0.264
13. Cl -0.178
14. C -0.514
15. N -0.192
16. C -0.787
17. C -1.188
18. C 0.457
19. C -0.385
20. C -0.675
21. C -0.850
22. C -0.694
23. C 0.119
24. H 0.291
25. H 0.286
26. H 0.555
27. H 0.579
28. H 0.290
29. H 0.399
30. H 0.429
31. H 0.466
32. H 0.263
33. H 0.395
34. H 0.289
35. H 0.376
36. H 0.324
37. H 0.348
38. H 0.204
39. H 0.373
40. H 0.321
41. H -0.109


Record 3
The ion C16H18ClFN3O4P2 with charge +1, computed with ωB97M-V/def2-TZVPD.

Calculated values
Molecular weight in g/mol: 432.7
HOMO level in eV: -11.964
SMILES string: CCCCNc1c([PH2]=O)c(CC(=O)F)c(P(O)Cl)c2cc[n+](OC#N)cc12

ORCA input file:
```
! RIJCOSX wB97M-V def2-TZVPD def2/J DEFGRID3
* xyz 1 1
C 4.7771 -0.6054 0.4151
C 3.7573 -1.6014 -0.3986
C 2.2055 -1.2746 0.0812
C 1.8135 -1.8856 1.5511
N 0.3164 -1.8291 1.8724
C -0.3828 -0.7253 1.1105
C -0.3339 0.8138 1.7228
P 0.5712 1.0689 3.4080
O -0.5624 0.9679 4.5488
C -1.0529 2.0686 0.8830
C -0.9640 3.6020 1.4670
C -2.3930 4.4051 1.5194
O -3.4975 3.8573 2.0910
F -2.4795 5.7861 0.9152
C -1.8057 1.6716 -0.5490
P -2.6439 3.0153 -1.6830
O -1.5700 4.4213 -1.5982
Cl -4.5988 3.4964 -0.9792
C -1.8742 0.1251 -1.1338
C -2.6194 -0.2912 -2.5630
C -2.5695 -1.8868 -3.0426
N -1.9240 -3.0044 -2.2534
O -1.8959 -4.3069 -2.5893
C -1.5735 -4.4775 -4.0313
N -1.6422 -4.7989 -5.2952
C -1.2402 -2.6374 -0.9237
C -1.1683 -1.1158 -0.3089
H 5.5650 -0.2081 -0.3853
H 4.2051 0.3638 0.7892
H 5.2845 -1.1884 1.2951
H 3.8064 -1.2653 -1.5430
H 4.0384 -2.7369 -0.3638
H 1.5114 -1.8282 -0.7170
H 2.0998 -0.0895 0.0067
H 2.4896 -1.3800 2.3617
H 2.0854 -3.0400 1.5328
H -0.0853 -2.7852 1.6458
H 1.1309 2.4097 3.5015
H 1.5269 0.0321 3.7168
H -0.2001 4.2026 0.7740
H -0.4916 3.6230 2.5515
H -0.6313 4.0998 -1.8418
H -3.1630 0.5605 -3.1866
H -3.0881 -2.1232 -4.0666
H -0.7333 -3.5058 -0.3071
*
```

Partial charges, Mulliken, in e:
1. C -0.844
2. C -0.489
3. C 0.028
4. C -0.623
5. N -0.258
6. C -0.295
7. C -0.179
8. P 0.408
9. O -0.640
10. C 0.709
11. C -0.353
12. C 0.380
13. O -0.408
14. F -0.243
15. C 0.221
16. P 0.342
17. O -0.526
18. Cl -0.164
19. C 0.060
20. C -0.644
21. C -0.263
22. N 0.381
23. O -0.199
24. C 0.388
25. N -0.297
26. C -0.449
27. C 0.516
28. H 0.316
29. H 0.190
30. H 0.243
31. H 0.293
32. H 0.345
33. H 0.025
34. H 0.156
35. H 0.081
36. H 0.372
37. H 0.405
38. H 0.137
39. H 0.064
40. H 0.269
41. H 0.303
42. H 0.335
43. H 0.289
44. H 0.381
45. H 0.230


Record 4
A structure of composition C16H18ClN5O3PtS2, computed with ωB97M-V/def2-TZVPD.

Calculated values
ΔE to the lowest compared entry with this formula, charge and spin in kcal/mol: 51.4
Molecular weight in g/mol: 623.0
HOMO level in eV: -6.755

ORCA input file:
```
! RIJCOSX wB97M-V def2-TZVPD def2/J DEFGRID3
* xyz 0 1
Pt 0.1351 0.0744 -0.0586
C -4.8058 -0.0176 -4.3946
C -3.6456 0.9106 -4.1678
C -3.8314 2.2895 -4.1212
C -2.7518 3.1351 -3.9291
Cl -3.0162 4.8619 -3.8888
C -1.4665 2.6443 -3.7883
C -1.2690 1.2739 -3.8394
C -2.3468 0.4189 -4.0227
O -2.1097 -0.9390 -4.0932
C -2.3722 -1.6070 -2.8694
C -1.5618 -1.0214 -1.7286
O -2.1339 -0.7157 -0.6557
O -0.3235 -0.8202 -1.9182
H -5.6313 0.5084 -4.8722
H -5.1765 -0.4321 -3.4543
H -4.5110 -0.8549 -5.0258
H -4.8216 2.7055 -4.2593
H -0.6337 3.3178 -3.6408
H -0.2836 0.8466 -3.7214
H -2.0900 -2.6508 -3.0074
H -3.4304 -1.5494 -2.6071
S 2.6812 -0.2231 -0.0402
C 1.8406 -1.5949 0.4619
N 1.2155 -2.5103 0.8286
N 0.7918 1.8134 2.2979
C 1.1833 1.7722 3.5765
C 0.8609 0.5220 4.0618
C 0.2715 -0.1433 2.9835
N 0.2169 0.6612 1.9270
H 0.8622 2.5527 1.6127
H 1.6466 2.6228 4.0455
H 1.0327 0.1420 5.0523
H -0.0995 -1.1515 2.9063
S -0.0491 2.4820 -0.7916
C -1.7105 2.8088 -0.9351
N -2.6950 1.9333 -0.7902
C -3.9979 2.4982 -1.1240
C -3.6581 3.9671 -1.4665
N -2.2136 4.0136 -1.2476
H -2.5110 0.9350 -0.6930
H -4.6770 2.4238 -0.2755
H -4.4362 1.9698 -1.9709
H -4.1705 4.6671 -0.8077
H -3.9016 4.2144 -2.4993
H -1.6179 4.7440 -1.5952
*
```

Partial charges, Mulliken, in e:
1. Pt 0.653
2. C -1.878
3. C 1.514
4. C -1.087
5. C 0.452
6. Cl -0.224
7. C -0.937
8. C -0.059
9. C 0.073
10. O -0.560
11. C -0.574
12. C 1.131
13. O -0.890
14. O -0.676
15. H 0.460
16. H 0.300
17. H 0.383
18. H 0.389
19. H 0.491
20. H 0.521
21. H 0.454
22. H 0.177
23. S -0.446
24. C 0.386
25. N -0.562
26. N 0.245
27. C -0.158
28. C -0.802
29. C -0.243
30. N -0.149
31. H 0.124
32. H 0.444
33. H 0.379
34. H 0.494
35. S -0.671
36. C 0.051
37. N 0.226
38. C -0.275
39. C -0.497
40. N -0.045
41. H 0.100
42. H 0.393
43. H -0.010
44. H 0.490
45. H 0.078
46. H 0.332


| no. | strongest force on any atom (eV Å⁻¹) | HOMO-LUMO gap (eV) |
| --- | --- | --- |
| 1 | 0.46 | 7.56 |
| 2 | 0.63 | 8.91 |
| 3 | 11.79 | 5.93 |
| 4 | 3.62 | 6.15 |